Formula: C43H35BN12OPSr
Source: the OMol25 dataset
Level of theory: wB97M-V/def2-TZVPD

Kohn-Sham gap (spin up / spin down): 7.888 / 6.715 eV
LUMO energy (spin up / spin down): -0.06 / -1.23 eV
electronic energy: -75887.605 eV
HOMO energy (spin up / spin down): -7.95 / -7.95 eV
<S²>: 0.76
multiplicity: 2
energy above the lowest of the compared OMol25 structures with the same formula, charge and spin: 91.4 kcal/mol

Element x y z (Å)
Sr: 0.79 1.31 0.07
C: -1.97 -0.77 3.49
C: -1.92 0.07 2.21
N: -0.74 -0.44 1.41
N: 0.05 -1.23 2.29
C: -0.78 -1.76 3.32
B: 1.56 -1.27 2.35
N: 2.21 -1.44 0.94
C: 3.48 -1.79 0.70
C: 3.66 -1.90 -0.66
C: 2.40 -1.59 -1.19
N: 1.53 -1.31 -0.23
N: 2.24 0.01 2.95
C: 2.77 0.29 4.16
C: 3.16 1.61 4.17
C: 2.82 2.08 2.90
N: 2.27 1.12 2.17
N: 1.95 -2.53 3.15
C: 1.89 -3.79 2.65
C: 2.04 -4.67 3.69
C: 2.20 -3.85 4.82
N: 2.13 -2.57 4.49
H: -2.15 -0.30 4.45
H: -2.02 1.15 2.22
H: -0.21 -2.02 4.21
H: 4.17 -1.95 1.51
H: 4.55 -2.18 -1.19
H: 2.08 -1.55 -2.22
H: 2.82 -0.47 4.91
H: 3.63 2.15 4.97
H: 2.97 3.07 2.48
H: 1.73 -3.95 1.60
H: 2.06 -5.75 3.64
H: 2.35 -4.13 5.84
C: -4.34 -3.43 -3.71
C: -3.36 -2.64 -4.29
C: -2.58 -1.81 -3.50
C: -2.79 -1.75 -2.12
C: -3.77 -2.55 -1.55
C: -4.54 -3.39 -2.34
P: -1.77 -0.55 -1.19
C: -1.72 -1.29 0.54
C: -2.87 -0.93 1.51
C: -2.91 -1.80 2.79
C: -1.80 -2.87 2.84
C: -1.44 -3.50 1.54
C: -1.36 -2.74 0.45
C: -2.94 0.87 -1.12
C: -4.28 0.79 -0.85
C: -5.08 1.95 -0.77
C: -4.53 3.18 -0.98
C: -3.18 3.32 -1.34
C: -2.59 4.57 -1.64
C: -1.30 4.68 -2.06
C: -0.50 3.51 -2.23
C: -1.08 2.34 -1.90
C: -2.39 2.14 -1.44
H: -4.94 -4.09 -4.33
H: -3.19 -2.68 -5.36
H: -1.81 -1.19 -3.95
H: -3.93 -2.54 -0.48
H: -5.30 -4.02 -1.88
H: -3.83 -0.64 1.10
H: -3.90 -2.07 3.15
H: -1.97 -3.60 3.63
H: -1.18 -4.55 1.50
H: -1.04 -3.15 -0.50
H: -4.75 -0.17 -0.71
H: -6.13 1.86 -0.53
H: -5.14 4.08 -0.89
H: -3.19 5.47 -1.52
H: -0.87 5.65 -2.27
H: 0.52 3.58 -2.59
O: -0.80 2.96 1.12
N: -0.92 4.17 1.47
C: 0.12 4.96 1.22
C: 1.27 4.39 0.60
N: 2.14 3.81 0.11
C: 0.04 6.34 1.53
N: 0.00 7.47 1.78
C: 5.42 0.87 -5.05
C: 4.36 1.08 -4.01
C: 3.01 0.92 -4.29
C: 2.08 1.13 -3.29
N: 2.40 1.49 -2.05
C: 3.70 1.66 -1.78
C: 4.70 1.46 -2.71
H: 5.01 0.42 -5.95
H: 6.21 0.22 -4.67
H: 5.88 1.82 -5.32
H: 2.69 0.62 -5.28
H: 1.02 0.99 -3.49
H: 3.94 1.96 -0.77
H: 5.73 1.61 -2.43

Formula: C29H29CoN3O5S
Source: the OMol25 dataset
Level of theory: wB97M-V/def2-TZVPD

Kohn-Sham gap: 7.203 eV
LUMO energy: -3.23 eV
total charge: +1
electronic energy: -93707.310 eV
HOMO energy: -10.43 eV
energy above the lowest of the compared OMol25 structures with the same formula, charge and spin: 15.5 kcal/mol

Element x y z (Å)
Co: -0.77 0.02 -0.50
C: -2.26 -0.11 2.69
C: -0.79 -0.21 2.48
C: 0.07 -0.48 3.67
O: -0.24 -0.10 1.38
H: -2.61 -1.00 3.21
H: -2.80 0.02 1.76
H: -2.45 0.73 3.36
H: -0.25 0.12 4.52
H: 1.12 -0.31 3.44
H: -0.07 -1.53 3.95
N: -5.57 -5.31 0.30
C: -4.81 -4.46 0.16
C: -3.87 -3.39 -0.02
C: -2.52 -3.61 0.24
C: -1.61 -2.57 0.08
C: -2.05 -1.32 -0.34
C: -3.40 -1.11 -0.61
C: -4.31 -2.14 -0.45
H: -2.18 -4.59 0.56
H: -0.55 -2.74 0.26
H: -3.75 -0.13 -0.92
H: -5.36 -1.99 -0.65
O: 3.52 -0.69 -3.90
C: 3.41 -1.80 -3.15
C: 4.25 -2.87 -3.47
C: 4.18 -4.04 -2.73
C: 3.28 -4.17 -1.67
C: 2.45 -3.11 -1.37
C: 2.50 -1.91 -2.09
C: 1.60 -0.79 -1.76
O: 1.65 0.28 -2.40
O: 0.76 -0.99 -0.79
H: 2.87 -0.05 -3.55
H: 4.94 -2.76 -4.29
H: 4.83 -4.86 -2.99
H: 3.23 -5.08 -1.10
H: 1.75 -3.18 -0.55
O: -2.10 1.44 -0.19
S: -1.44 2.69 0.43
C: -2.54 4.01 0.00
C: -3.66 3.78 -0.78
C: -4.49 4.85 -1.09
C: -4.19 6.12 -0.61
C: -3.07 6.33 0.18
C: -2.23 5.27 0.49
C: -0.03 3.00 -0.60
C: -0.16 3.54 -1.88
C: 0.97 3.66 -2.67
C: 2.21 3.26 -2.18
C: 2.33 2.73 -0.90
C: 1.20 2.60 -0.10
H: -3.88 2.78 -1.13
H: -5.37 4.68 -1.69
H: -4.84 6.94 -0.85
H: -2.84 7.32 0.55
H: -1.36 5.43 1.12
H: -1.13 3.87 -2.25
H: 0.90 4.08 -3.66
H: 3.09 3.35 -2.80
H: 3.29 2.41 -0.53
H: 1.28 2.19 0.90
N: -1.20 -1.04 -3.12
N: -1.12 0.19 -2.39
H: -1.41 -0.84 -4.10
H: -1.95 -1.59 -2.73
H: -1.92 0.80 -2.52
H: -0.25 0.64 -2.72

Formula: C8H12O
Source: the OMol25 dataset
Level of theory: wB97M-V/def2-TZVPD

Kohn-Sham gap: 9.748 eV
LUMO energy: 0.62 eV
SMILES: CCc1ccccc1.O
electronic energy: -10537.707 eV
HOMO energy: -9.13 eV
energy above the lowest of the compared OMol25 structures with the same formula, charge and spin: 5.9 kcal/mol

Element x y z (Å)
C: 1.25 -1.54 -1.09
C: 0.84 -0.77 0.15
C: -0.60 -0.31 0.24
C: -1.58 -0.75 1.14
C: -2.90 -0.37 1.09
C: -3.26 0.67 0.24
C: -2.33 1.15 -0.69
C: -0.97 0.66 -0.66
H: 2.28 -1.95 -1.12
H: 1.12 -0.85 -1.94
H: 0.54 -2.38 -1.21
H: 1.00 -1.32 1.10
H: 1.53 0.09 0.14
H: -1.24 -1.51 1.86
H: -3.55 -0.77 1.88
H: -4.25 1.15 0.34
H: -2.52 2.07 -1.25
H: -0.19 1.15 -1.26
O: 5.01 1.93 0.73
H: 5.04 1.06 0.27
H: 4.80 2.58 0.03

Formula: C2H5NO3S
Source: the OMol25 dataset
Level of theory: wB97M-V/def2-TZVPD

Kohn-Sham gap: 10.945 eV
LUMO energy: 0.16 eV
SMILES: C=NS(=O)(=O)OC
electronic energy: -20619.892 eV
HOMO energy: -10.78 eV
energy above the lowest of the compared OMol25 structures with the same formula, charge and spin: 84.0 kcal/mol

Element x y z (Å)
C: 1.78 -1.12 -0.05
N: 0.84 -0.66 0.55
S: 0.47 0.94 0.09
O: 1.47 1.48 -0.99
O: 0.44 1.73 1.28
O: -0.97 0.84 -0.69
C: -2.00 0.02 -0.03
H: 2.33 -0.88 -0.92
H: 2.08 -2.12 0.37
H: -1.40 -0.43 0.69
H: -2.46 -0.60 -0.74
H: -2.58 0.80 0.45

Formula: C36H54N8O13
Source: the OMol25 dataset
Level of theory: wB97M-V/def2-TZVPD

Kohn-Sham gap: 3.901 eV
LUMO energy: -4.65 eV
electronic energy: -76711.499 eV
HOMO energy: -8.55 eV
energy above the lowest of the compared OMol25 structures with the same formula, charge and spin: 63.1 kcal/mol

Element x y z (Å)
C: 2.77 -4.73 -3.72
C: 2.40 -3.31 -3.21
C: 2.22 -3.30 -1.61
C: 1.98 -1.97 -1.05
C: 3.16 -1.05 -1.44
C: 3.26 -0.99 -2.97
N: 3.14 -2.19 -3.68
O: 3.86 -2.55 -4.69
C: 4.58 -0.38 -3.39
C: 2.23 0.07 -3.62
C: 0.88 -3.05 -3.81
H: 2.47 -4.75 -4.81
H: 2.06 -5.43 -3.08
H: 3.67 -5.09 -3.50
H: 3.18 -3.71 -1.44
H: 1.39 -4.07 -1.54
H: 1.82 -2.09 0.18
H: 0.87 -1.59 -1.21
H: 4.06 -1.58 -0.98
H: 3.05 -0.17 -1.02
H: 4.47 -0.39 -4.52
H: 5.38 -0.95 -2.89
H: 4.65 0.40 -2.97
H: 2.25 0.99 -3.25
H: 1.35 -0.33 -3.51
H: 2.47 0.05 -4.71
H: 1.00 -2.88 -4.96
H: 0.29 -2.30 -3.12
H: 0.15 -3.86 -3.67
N: -0.56 0.43 -0.27
O: 0.06 0.15 0.79
O: -1.59 -0.17 -0.53
O: -0.08 1.26 -1.04
C: 3.33 2.12 1.42
C: 3.84 3.26 2.14
C: 4.06 3.23 3.62
C: 3.77 1.90 4.36
C: 3.20 0.67 3.50
C: 2.93 0.98 2.02
N: 3.99 1.76 5.81
O: 4.72 2.60 6.44
O: 3.49 0.71 6.43
H: 3.08 2.33 0.51
H: 4.15 4.20 1.75
H: 4.55 3.96 4.17
H: 3.23 -0.34 3.95
H: 2.55 0.18 1.24
C: -0.78 -4.98 1.00
C: -1.18 -3.68 0.42
C: -2.63 -3.12 0.78
C: -3.59 -3.99 1.64
C: -2.98 -5.29 2.26
C: -1.68 -5.78 1.75
N: -4.79 -3.56 1.94
O: -5.32 -2.55 1.26
O: -5.42 -4.28 2.70
H: 0.08 -5.44 0.92
H: -0.65 -3.00 -0.19
H: -2.83 -2.12 0.51
H: -3.53 -5.76 3.12
H: -1.16 -6.63 2.03
C: -4.91 3.62 1.01
C: -3.57 2.80 1.01
C: -3.46 1.56 1.91
C: -4.65 1.07 2.70
C: -5.86 1.85 2.61
C: -6.00 3.05 1.79
N: -4.59 -0.14 3.56
O: -5.58 -0.58 4.16
O: -3.44 -0.63 3.74
H: -5.19 4.57 0.28
H: -2.72 3.09 0.42
H: -2.60 0.91 1.82
H: -6.73 1.68 3.19
H: -6.85 3.55 1.67
C: -4.17 1.79 -2.14
O: -5.42 1.63 -1.90
N: -3.68 2.81 -2.77
C: -2.15 3.00 -2.89
C: -4.52 3.94 -3.20
H: -3.37 0.98 -1.71
H: -1.91 3.57 -2.25
H: -1.93 3.52 -3.74
H: -1.61 2.18 -2.89
H: -3.90 4.58 -3.83
H: -4.97 4.54 -2.35
H: -5.23 3.55 -3.97
C: 0.77 5.69 -3.74
O: 0.52 6.62 -2.92
N: 0.96 4.53 -3.22
C: 1.37 3.60 -4.24
C: 1.04 4.14 -1.77
H: 1.00 5.95 -4.83
H: 0.91 3.76 -5.09
H: 0.81 2.61 -4.11
H: 2.50 3.37 -4.45
H: 1.93 4.79 -1.39
H: 1.42 3.08 -1.65
H: 0.28 4.46 -1.26
C: 0.80 -2.35 3.65
O: 1.58 -3.18 3.32
N: 0.66 -1.95 4.90
C: -0.21 -0.87 5.13
C: 1.42 -2.54 6.00
H: 0.11 -1.93 2.82
H: 0.31 0.12 4.87
H: -0.74 -1.07 6.15
H: -1.01 -0.90 4.49
H: 2.54 -2.28 5.75
H: 1.61 -3.71 6.08
H: 1.06 -2.33 7.04

Formula: C16H25N2O2PdS
Source: the OMol25 dataset
Level of theory: wB97M-V/def2-TZVPD

Kohn-Sham gap: 7.920 eV
LUMO energy: -3.34 eV
total charge: +1
electronic energy: -38383.324 eV
HOMO energy: -11.26 eV

Element x y z (Å)
Pd: 1.51 0.14 -0.29
C: 3.67 2.14 -0.31
C: 4.26 0.84 -0.83
N: 3.58 -0.33 -0.21
C: 4.08 -0.74 1.12
C: 3.71 0.16 2.30
S: 1.94 0.55 2.46
C: 1.90 2.34 2.18
C: 1.53 2.83 0.77
N: 2.19 2.07 -0.33
H: 3.99 2.32 0.71
H: 4.02 2.99 -0.91
H: 4.10 0.76 -1.91
H: 5.33 0.81 -0.64
H: 3.70 -1.12 -0.82
H: 3.68 -1.74 1.30
H: 5.17 -0.82 1.08
H: 4.00 -0.37 3.21
H: 4.28 1.09 2.30
H: 1.15 2.73 2.86
H: 2.85 2.76 2.51
H: 0.46 2.74 0.61
H: 1.80 3.89 0.69
H: 1.83 2.42 -1.21
C: -6.35 -1.99 -0.99
C: -4.89 -1.65 -0.86
C: -3.92 -2.42 -1.48
C: -2.57 -2.12 -1.38
C: -1.57 -3.00 -2.08
C: -2.20 -0.98 -0.64
C: -3.16 -0.18 0.00
C: -2.81 1.02 0.83
C: -4.49 -0.54 -0.11
C: -0.78 -0.62 -0.55
O: 0.15 -1.46 -0.37
O: -0.39 0.61 -0.62
H: -6.49 -2.97 -1.43
H: -6.86 -1.26 -1.62
H: -6.84 -1.97 -0.01
H: -4.22 -3.28 -2.07
H: -2.08 -3.67 -2.77
H: -1.02 -3.61 -1.36
H: -0.84 -2.42 -2.65
H: -1.92 0.84 1.45
H: -3.63 1.27 1.50
H: -2.60 1.89 0.20
H: -5.24 0.05 0.40

Formula: C30H51F2IN2O9S3
Source: the OMol25 dataset
Level of theory: wB97M-V/def2-TZVPD

Kohn-Sham gap: 7.757 eV
LUMO energy: -0.38 eV
electronic energy: -99372.256 eV
HOMO energy: -8.13 eV
energy above the lowest of the compared OMol25 structures with the same formula, charge and spin: 24.3 kcal/mol

Element x y z (Å)
C: -2.47 4.43 -1.20
C: -3.98 4.22 -0.76
O: -4.60 5.13 -0.27
N: -4.59 2.75 -0.93
H: -5.14 2.80 -1.79
H: -3.96 1.99 -1.29
C: -5.57 2.56 0.11
H: -2.34 5.34 -1.36
H: -2.26 3.77 -1.87
H: -1.91 4.06 -0.31
H: -6.54 3.05 0.11
H: -5.13 2.59 1.18
H: -5.98 1.42 -0.17
C: 0.94 1.63 0.26
C: 0.02 0.37 0.44
O: 0.55 -0.78 0.26
N: -1.34 0.53 1.04
H: -1.38 1.25 1.98
H: -1.75 1.07 0.27
C: -1.93 -0.76 1.55
H: 1.76 1.29 0.76
H: 0.58 2.29 0.85
H: 1.03 1.87 -0.72
H: -1.75 -0.89 2.57
H: -1.86 -1.57 0.96
H: -2.91 -0.53 1.19
I: -1.23 2.70 3.53
O: -2.66 1.19 -1.17
H: -2.22 0.69 -1.75
F: -2.08 -0.62 6.17
C: -2.09 -1.85 5.66
C: -3.07 -2.79 6.08
C: -2.99 -4.15 5.66
C: -1.94 -4.57 4.75
C: -1.02 -3.60 4.42
C: -1.06 -2.28 4.85
H: -3.88 -2.36 6.83
H: -3.72 -4.92 5.92
H: -2.13 -5.41 4.50
H: -0.29 -3.82 3.70
H: -0.34 -1.63 4.27
F: 2.63 -3.93 1.31
C: 1.47 -4.68 1.25
C: 0.22 -4.08 1.04
C: -0.90 -4.88 0.96
C: -0.77 -6.18 0.90
C: 0.43 -6.84 0.91
C: 1.60 -6.11 1.05
H: 0.25 -3.01 1.08
H: -1.87 -4.32 0.87
H: -1.58 -7.00 0.90
H: 0.46 -7.92 0.82
H: 2.61 -6.62 1.10
C: -1.43 -3.26 -2.62
C: -0.64 -2.03 -2.21
C: -0.41 -1.17 -3.30
S: -0.19 -2.21 -4.70
O: 1.15 -2.24 -5.13
O: -1.23 -1.91 -5.69
C: -0.67 -3.70 -3.94
H: -2.51 -3.22 -2.95
H: -1.28 -4.18 -2.08
H: 0.31 -2.55 -1.88
H: -1.07 -1.70 -1.39
H: 0.35 -0.51 -3.37
H: -1.31 -0.39 -3.36
H: 0.16 -4.37 -3.70
H: -1.18 -4.02 -4.67
C: 5.38 -0.38 -4.53
C: 5.06 -1.64 -3.86
C: 3.99 -1.39 -2.97
S: 4.39 0.11 -2.17
O: 5.33 -0.12 -1.15
O: 3.24 0.94 -1.83
C: 5.15 0.79 -3.62
H: 4.70 -0.45 -5.39
H: 6.40 -0.45 -4.92
H: 5.78 -2.06 -3.16
H: 4.84 -2.39 -4.63
H: 3.94 -2.14 -2.34
H: 2.81 -1.33 -3.22
H: 6.15 1.16 -3.22
H: 4.57 1.65 -3.88
C: 0.72 5.73 1.10
C: 2.07 5.14 1.27
C: 3.07 6.17 1.54
S: 2.22 7.60 2.00
O: 2.25 8.54 0.90
O: 2.80 7.98 3.23
C: 0.63 6.89 2.07
H: 0.02 4.96 1.07
H: 0.67 6.07 -0.15
H: 2.27 4.47 0.29
H: 2.19 4.44 2.03
H: 3.78 6.46 0.83
H: 3.98 5.87 2.19
H: -0.14 7.50 1.91
H: 0.40 6.48 3.14

Formula: C4H4NO3
Source: the OMol25 dataset
Level of theory: wB97M-V/def2-TZVPD

Kohn-Sham gap: 7.217 eV
LUMO energy: 4.04 eV
SMILES: C[N-]OC(=O)C=C=O
total charge: -1
electronic energy: -11843.417 eV
HOMO energy: -3.18 eV
energy above the lowest of the compared OMol25 structures with the same formula, charge and spin: 79.1 kcal/mol

Element x y z (Å)
C: 1.70 -0.79 -0.32
N: 0.43 -0.54 -0.93
O: -0.75 -1.23 -0.35
C: -1.68 -0.43 0.17
O: -2.82 -0.83 0.47
C: -1.32 0.92 0.41
C: -0.20 1.52 0.01
O: 0.70 2.32 -0.06
H: 2.37 -0.14 -0.89
H: 1.78 -0.39 0.76
H: 1.85 -1.93 -0.13
H: -2.07 1.52 0.86

Formula: C3H5NO2
Source: the OMol25 dataset
Level of theory: wB97M-V/def2-TZVPD

Kohn-Sham gap (spin up / spin down): 10.049 / 10.048 eV
LUMO energy (spin up / spin down): 0.10 / 0.10 eV
electronic energy: -8774.362 eV
HOMO energy (spin up / spin down): -9.95 / -9.95 eV
energy above the lowest of the compared OMol25 structures with the same formula, charge and spin: 76.9 kcal/mol

Element x y z (Å)
C: -0.72 0.07 -1.04
C: 0.32 1.12 -0.45
C: -0.39 -0.37 1.03
N: -1.11 -0.72 -0.10
O: 0.14 0.90 0.94
O: 1.13 -1.44 0.80
H: -1.00 0.03 -2.03
H: 1.41 0.98 -0.72
H: -0.03 2.15 -0.68
H: -0.58 -0.62 1.98
H: 0.84 -2.11 0.27